(1)
Here is 2 unconnected molecules or ions with the total composition C3H8N2OS from the Open Molecules 2025 dataset. Energies are from ωB97M-V with the def2-TZVPD basis set.

```
15
C3H8N2OS ωB97M-V with the def2-TZVPD basis set
S -1.87192 0.38529 -0.31553
O 2.63294 -1.19759 0.30777
N 2.43542 1.12878 0.02983
N 2.48784 2.31837 -0.27873
C -3.33677 0.53613 0.75430
C 2.81111 0.07551 0.45350
C 1.67685 -1.65825 -0.65138
H 0.80930 -2.05414 -0.11900
H -3.31151 1.54116 1.16186
H 1.79410 2.89023 0.20609
H -4.23647 0.39624 0.16320
H -2.11193 -0.86260 -0.72384
H -3.28479 -0.19161 1.55769
H 2.14633 -2.45509 -1.23093
H 1.35949 -0.85242 -1.31483
```

As for the HOMO energy (spin up / spin down): -6.03 / -8.96 eV. As for the spin multiplicity: 3.

=====

(2)
Here is a molecular structure, C16H20IN3Se4Zr from the Open Molecules 2025 dataset. Energies are from ωB97M-V with the def2-TZVPD basis set.

```
45
C16H20IN3Se4Zr ωB97M-V with the def2-TZVPD basis set
I 1.37243 3.17057 -0.44772
Zr 1.34226 0.70981 0.77675
Se 1.67290 -1.55063 2.17089
Se 4.17982 0.86723 1.37281
Se 2.71231 1.78381 2.87514
Se 3.98817 -1.39661 2.15447
N -0.61427 1.11859 2.09330
N 1.99053 -0.10739 -1.40614
N -0.36404 -0.12752 -0.20119
C -1.46511 -0.14800 1.92527
C -1.33274 -0.69944 0.63780
C 0.94028 0.00533 -3.64404
C -2.36514 -0.61038 2.84775
C -0.48691 1.47586 3.62433
C 0.84231 -0.10439 -2.27833
C -3.25774 -1.55666 2.43269
C -1.50057 -0.00579 -3.71963
C -1.44934 2.22846 1.56217
C -1.54908 -0.12781 -2.34409
C -2.16306 -1.75197 0.26744
C -3.15837 -2.17117 1.22743
C -0.39943 -0.14085 -1.58557
C 3.28646 0.35151 -2.03091
C -0.29063 0.03924 -4.36700
C 2.19102 -1.61351 -1.18079
H -4.02952 -1.81047 3.10757
H 3.29550 1.35603 -2.20133
H 0.18915 0.69109 3.98921
H 2.97192 -1.78028 -0.42032
H 2.46642 -2.00313 -2.15436
H -3.81500 -2.95347 0.94983
H -0.83875 3.07024 1.45881
H 1.84866 -0.00312 -4.24724
H -1.60692 1.98458 0.51225
H 1.20155 -1.90881 -0.80136
H -2.39014 -0.26193 3.80809
H -0.25261 0.18236 -5.44091
H 3.54571 -0.21569 -2.93641
H 4.10361 0.03141 -1.31982
H -2.56805 -0.11173 -1.92675
H -1.46491 1.51557 4.12287
H -2.33980 2.32343 2.13446
H -2.33441 0.09110 -4.38132
H -2.10775 -2.29798 -0.71168
H 0.00329 2.46254 3.69559
```

As for the HOMO energy: -7.53 eV. As for the spin multiplicity: 1.

=====

(3)
Here is a molecular structure, C26H36BiBrN6STe from the Open Molecules 2025 dataset. Energies are from ωB97M-V with the def2-TZVPD basis set.

```
72
C26H36BiBrN6STe ωB97M-V with the def2-TZVPD basis set
Bi 0.33720 -0.61667 0.20017
Te -1.93123 -2.93469 -0.82461
Br -1.27756 -5.46622 -5.53860
S -4.66121 -4.72493 -1.21804
N 0.34494 1.73095 1.28509
N 2.35230 -0.95348 1.10127
N 1.34407 -2.40352 -1.01824
N 1.48252 0.99232 -1.23279
N -1.85118 1.32403 -0.74188
N -2.21381 -0.05944 1.97461
C 2.13625 2.06710 -0.46289
C 0.36736 -5.18944 -3.21545
C -3.77423 -3.33634 -1.74126
C 0.74416 1.34476 -2.47325
C 4.10302 -0.56921 2.69526
C 1.25427 2.69027 0.63297
C -5.90314 -4.40877 -2.34650
C -3.29907 0.58540 1.21410
C -5.64380 -3.30667 -3.10247
C 0.72604 -3.14159 -1.96482
C 2.97880 -2.11746 0.68667
C 0.20383 1.89948 2.76487
C 1.00954 -4.50943 -2.22602
C -0.26804 2.49086 -2.44702
C -0.57717 -4.53137 -4.05659
C -0.43022 -2.57244 -2.64674
C -1.41945 2.55976 -1.42145
C -1.22920 1.85086 3.29810
C -4.42304 -2.68153 -2.75085
C 2.96715 -0.19301 2.06019
C 2.47078 -2.81914 -0.39509
C 4.69223 -1.81851 2.36725
C -2.86481 1.70055 0.27009
C -0.94010 -3.25134 -3.81323
C -1.92180 0.49612 3.30350
C 4.14811 -2.56034 1.36956
H 3.00425 -3.68878 -0.75314
H 0.79794 1.14694 3.28494
H 0.68555 3.52006 0.21108
H 0.60126 2.87938 3.03772
H 4.58454 -3.50237 1.06641
H -0.69472 2.47852 -3.45110
H -1.27708 -0.22187 3.81812
H -6.29878 -2.95417 -3.88549
H -3.78882 -0.18619 0.62098
H -2.50030 -1.02103 2.12963
H -2.45421 2.53137 0.84752
H -3.77162 2.09221 -0.20454
H -4.04730 -1.79018 -3.23490
H -6.76094 -5.06161 -2.39003
H -2.84310 0.58640 3.89019
H 1.92446 3.12222 1.37616
H -4.05572 1.00415 1.88820
H 3.02052 1.63061 -0.00012
H 2.50155 0.75530 2.27656
H -2.28783 0.69234 -1.40879
H -1.84890 2.59529 2.79394
H -1.17428 2.16526 4.34160
H 1.47160 1.60979 -3.24472
H -1.63879 -2.73914 -4.45965
H 1.74447 -5.02764 -1.62651
H -0.57654 1.85980 0.88653
H 4.55185 0.07975 3.43272
H -0.44269 -1.49280 -2.71755
H 0.58596 -6.23394 -3.38954
H -2.27090 3.03736 -1.91767
H 2.21771 0.35094 -1.52626
H 0.25234 0.42756 -2.80072
H 0.27250 3.43608 -2.36975
H -1.13483 3.25474 -0.62903
H 5.56411 -2.16199 2.90615
H 2.47251 2.86450 -1.13036
```

As for the HOMO energy (spin up / spin down): -12.04 / -11.72 eV. As for the spin multiplicity: 1. The net charge is +2.

=====

(4)
Here is a single C4H6O2 molecule from the Open Molecules 2025 dataset. Energies are from ωB97M-V with the def2-TZVPD basis set.

```
12
C4H6O2 ωB97M-V with the def2-TZVPD basis set
O 2.12795 0.44877 -0.61968
O 0.68592 -1.23278 0.46032
C 0.99647 -0.01421 -0.00338
C -0.34880 -0.99965 -0.60413
C -1.62685 -0.48727 0.00063
C 1.52995 1.27689 0.38190
H 1.00627 2.14586 0.08104
H -1.67850 -0.52973 1.18167
H -0.32845 -1.43263 -1.48506
H -2.37390 -1.16429 -0.44932
H 1.93927 1.47583 1.38963
H -1.92932 0.51322 -0.33361
```

As for the HOMO energy: -8.76 eV. As for the spin multiplicity: 1. The structure (SMILES) is C[C@@H]1O[C@]12CO2.

=====

(5)
Here is a molecular structure, C37H33I2N2OP2PdS from the Open Molecules 2025 dataset. Energies are from ωB97M-V with the def2-TZVPD basis set.

```
79
C37H33I2N2OP2PdS ωB97M-V with the def2-TZVPD basis set
I -4.59346 -0.93050 1.54736
I -5.59493 -0.85350 -4.34257
Pd 0.17620 0.24792 -0.10509
S 5.10447 0.41184 5.21778
P 2.38704 0.68849 -0.28936
P 1.06543 0.35525 1.92342
O -1.68555 -0.23300 0.48381
N 2.63754 0.68304 1.39502
N -0.71550 0.11288 -1.99438
C 4.34531 -2.81893 -0.79706
C -3.85290 -0.66367 -0.37328
C 0.51266 -2.31374 2.36727
C -2.29719 -0.13335 -4.25296
C -4.25463 -0.63358 -2.76023
C 1.18514 -3.50632 4.34102
C 0.39821 3.95541 3.69579
C 3.44775 -0.59284 -0.97681
C 0.42843 1.66602 2.97247
C 0.56816 -3.49161 3.09788
C 2.39395 4.41663 -1.87117
C -2.51522 -0.36168 -0.52585
C 3.60132 -1.78213 -0.26189
C 4.69089 3.84666 -1.41148
C -4.70938 -0.79656 -1.48154
C 0.97405 2.94559 2.94043
C 1.99262 3.16941 -1.41203
C -1.28243 2.41530 4.47961
C 3.89897 0.56336 2.13473
C 4.76166 -1.50849 -2.77312
C -0.96642 0.16190 -4.35808
C 4.29716 2.59841 -0.96274
C 2.94210 2.25682 -0.95991
C 4.02377 -0.46152 -2.23841
C 1.07119 -1.15041 2.89200
C 5.45750 1.54167 3.84711
C 3.73868 4.75271 -1.86833
C 4.16523 1.52396 6.28281
C 4.92510 -2.68204 -2.05286
C 4.25309 1.79879 2.94665
C 1.73753 -2.34496 4.86865
C -0.72642 3.68833 4.46574
C -2.88970 -0.32288 -2.98639
C 1.67218 -1.16239 4.15254
C -2.04544 -0.18984 -1.86174
C -0.70859 1.39898 3.73358
C -0.19954 0.27948 -3.19297
H 0.94109 2.90496 -1.39762
H 1.65688 5.12323 -2.22807
H 3.89658 0.95871 7.17344
H -2.16598 2.21472 5.07024
H 4.77567 2.37490 6.58191
H 1.22883 -4.42643 4.90876
H 2.09237 -0.25394 4.57069
H -2.90933 -0.22702 -5.14010
H 4.05119 5.72555 -2.22402
H 3.40091 2.08893 3.56474
H 5.83552 2.47607 4.26293
H 3.14293 -1.89580 0.71484
H 4.47180 -3.73575 -0.23703
H 6.27596 1.08882 3.28338
H 5.21212 -1.40390 -3.75098
H 3.25013 1.87687 5.80751
H 4.45704 2.63748 2.27282
H 3.82713 -0.30161 2.79934
H -1.17659 4.47769 5.05296
H -1.14678 0.40805 3.73454
H 1.83733 3.15344 2.31952
H 5.50467 -3.49466 -2.47009
H 5.73898 4.11447 -1.41279
H 0.85718 0.51222 -3.24196
H 2.21572 -2.36140 5.83875
H 4.68992 0.33972 1.41413
H 5.04163 1.88700 -0.62419
H 0.01646 -2.28768 1.40386
H -5.74966 -1.03456 -1.30615
H -0.49816 0.30651 -5.32086
H 0.12396 -4.39399 2.70009
H 0.82211 4.95068 3.68061
H 3.90440 0.45524 -2.80204
```

As for the HOMO energy: -9.83 eV. As for the spin multiplicity: 1. The net charge is +1.

=====

(6)
Here is a gas-phase ion, C5H7IN (charge +1) from the Open Molecules 2025 dataset. Energies are from ωB97M-V with the def2-TZVPD basis set.

```
14
C5H7IN ωB97M-V with the def2-TZVPD basis set
I -4.24664 0.12983 -0.02671
N -0.11646 -0.16686 0.39452
C 1.91300 0.67430 -0.62100
C 1.20971 -0.45512 0.32354
C -2.25235 -0.24219 0.61141
C -0.97304 0.73204 0.74879
C -1.22145 -0.56896 -0.33093
H -2.28639 -0.67673 1.55151
H 1.60830 0.47144 -1.62437
H 1.56245 1.62465 -0.27595
H 1.56322 -1.40999 -0.06217
H 1.66822 -0.31539 1.35080
H -1.36056 -0.48797 -1.49182
H 2.93197 0.69094 -0.54764
```

As for the HOMO energy: -14.06 eV. As for the spin multiplicity: 1. The structure (SMILES) is CC[N+]1=C2[C@@H](I)[C@@H]21. The net charge is +1.

=====

(7)
Here is a single C23H28ClNO4 molecule from the Open Molecules 2025 dataset. Energies are from ωB97M-V with the def2-TZVPD basis set.

```
57
C23H28ClNO4 ωB97M-V with the def2-TZVPD basis set
Cl -2.98571 3.00115 -1.24536
O 3.36036 -2.24454 0.30716
O -4.53200 0.57495 -0.44291
O -0.89353 0.14639 2.80034
O 3.76566 -0.05238 0.50064
N 1.25912 -0.86138 -2.89913
C -3.96321 2.17776 2.72297
C 0.03325 -0.56322 -3.61323
C 1.45521 0.56252 -0.84827
C -3.72340 1.09150 4.83773
C 5.92519 -0.50632 -0.53335
C -3.44923 0.33179 -1.20621
C 1.52341 -0.68238 0.04322
C 0.77401 -1.83625 -0.63300
C 1.27228 -2.04617 -2.07106
C 5.14486 -0.32015 0.75985
C 2.97545 -1.10509 0.27321
C -0.38482 0.29996 1.49212
C -3.15012 -0.97784 -1.57209
C -1.50185 1.06748 -2.44790
C -1.19813 -0.24374 -2.79265
C -2.54734 0.51288 4.40976
C -4.43982 1.92800 3.99531
C 1.95092 0.23523 -2.26421
C -2.06563 0.76130 3.12357
C -2.60736 1.34531 -1.66651
C -2.04732 -1.25486 -2.35502
C 0.96877 -0.40902 1.45819
C -2.78396 1.60068 2.28037
H -4.58311 1.52547 -0.25707
H 2.30905 -2.39724 -2.02677
H 1.86832 1.11886 -2.90119
H -2.42949 1.81767 1.28602
H 5.81068 0.36673 -1.17180
H -0.18223 -1.43590 -4.23848
H 6.97834 -0.64510 -0.30704
H -4.08501 0.88988 5.83515
H 0.25070 0.27947 -4.27595
H -1.97655 -0.13898 5.05221
H -0.88093 1.87944 -2.79654
H 2.06304 1.36120 -0.42293
H -5.36035 2.38078 4.33070
H 0.85965 -1.36027 1.98332
H 3.01051 -0.04321 -2.21126
H -3.80640 -1.76175 -1.22999
H 1.68220 0.20032 2.01660
H -0.26040 1.36500 1.25853
H -1.08438 -0.14254 0.76893
H -1.84402 -2.27814 -2.63344
H 0.42095 0.89911 -0.90375
H 5.22040 -1.21882 1.38052
H 0.67845 -2.82083 -2.55935
H 0.94517 -2.75460 -0.07008
H 5.50292 0.54917 1.31517
H -4.50982 2.83623 2.06280
H 5.56107 -1.38352 -1.06263
H -0.29384 -1.62202 -0.63524
```

As for the HOMO energy: -8.19 eV. As for the spin multiplicity: 1. The structure (SMILES) is CCOC(=O)C1(CCOc2ccccc2)CCN(Cc2ccc(O)c(Cl)c2)CC1.

=====

(8)
Here is 6 unconnected molecules or ions with the total composition C35H61IO12S5 from the Open Molecules 2025 dataset. Energies are from ωB97M-V with the def2-TZVPD basis set.

```
114
C35H61IO12S5 ωB97M-V with the def2-TZVPD basis set
I 3.02665 3.92612 -2.89533
S -3.86869 2.87300 3.31287
S 2.04422 6.71423 0.99058
S 0.69982 2.68454 6.35414
S 2.58430 -6.98145 -1.55419
S -3.71296 -3.97980 -2.73074
O -2.30327 -3.83332 -3.02648
O -4.96649 2.03263 2.87806
O 3.13787 5.96728 1.57917
O 0.66403 6.49468 1.36876
O -3.99519 3.80483 4.41370
O -4.19267 -4.40335 -1.43038
O 2.03997 2.14669 6.47721
O -0.33302 2.02275 5.58511
O 1.90642 -7.43439 -0.35776
O 0.73307 0.37766 1.09092
O 2.30813 -5.69518 -2.16221
O -0.28193 2.37245 -3.61076
C -1.49024 -4.25952 1.84872
C -4.45520 -5.00317 -3.99306
C 1.89741 8.02701 -1.26417
C 1.81364 2.28265 -2.03254
C -0.00815 4.56125 8.09461
C -5.43489 -4.10675 -4.74849
C 0.80903 4.37870 5.81237
C 2.45780 -8.25848 -2.79711
C 0.94670 -4.38567 0.54400
C 4.66911 -8.54490 -1.74912
C -1.93786 0.12993 -5.42311
C 3.28755 2.31547 0.33901
C -0.51037 -5.08055 0.82228
C -4.91642 -2.67304 -4.64721
C -1.71357 3.64643 2.05347
C -4.54499 -2.47104 -3.18571
C -3.22389 3.75012 1.90202
C 0.65570 -2.27088 -1.20177
C 2.67230 8.93985 -0.31502
C 4.34156 -7.12938 -1.29773
C -0.35164 -0.31139 -5.38826
C 3.87997 -8.76122 -3.03950
C -2.42535 1.85751 3.59079
C 0.54885 1.60948 -2.89039
C 2.39498 8.46195 1.10933
C 0.05679 3.03897 7.98281
C 0.92492 -2.75496 0.37653
C 0.05725 -1.06130 -3.97933
C -1.43786 2.20477 2.47798
C 1.11167 0.44639 -0.17576
C -0.19592 5.11719 6.68384
C 2.16694 6.60869 -0.78408
C 2.09023 1.71581 -0.65643
C 0.71938 -0.62867 -1.37464
C 0.42441 -0.04529 -2.74465
H -0.03900 6.19923 6.64949
H -5.66508 -1.94627 -4.97575
H 4.34230 -9.26620 -0.99059
H 1.44786 5.88196 -1.16589
H -1.36612 4.33438 2.83350
H 3.25913 8.61556 1.76060
H 1.75611 -4.77010 1.33231
H -1.19792 3.90151 1.12306
H 3.07505 1.86383 1.42359
H 1.81463 -9.05091 -2.40461
H 3.18600 6.29632 -1.03103
H -2.44763 -0.25327 -6.41003
H -0.78940 -1.81032 -3.61668
H -3.58623 4.77953 1.90433
H -0.93006 -3.56576 2.61805
H -1.59566 1.53628 1.62290
H 0.72027 2.60817 8.73695
H 2.03288 -2.38197 0.61015
H -3.65786 -5.36558 -4.64773
H 1.00554 -1.74557 -4.21480
H -6.42627 -4.16974 -4.28358
H -3.56580 3.23205 1.00104
H 2.38885 9.98939 -0.44154
H -4.02873 -2.55534 -5.28015
H -2.27109 -4.93992 2.41103
H -0.28648 -6.13065 1.34245
H -4.96397 -5.84842 -3.52271
H 1.59703 -2.69130 -1.80113
H -2.13704 -3.52021 1.16972
H 2.01918 -7.83867 -3.70590
H -2.71163 0.80318 3.56001
H 0.58426 4.44548 4.74654
H 3.32862 3.49119 0.34734
H 4.58300 -6.94606 -0.24936
H 1.51638 8.95591 1.53328
H -0.40405 2.07189 2.81187
H 1.82822 4.72666 6.00532
H -5.43873 -2.38037 -2.56115
H 2.20765 8.16508 -2.30403
H -5.54004 -4.42644 -5.78995
H -1.96752 1.32227 -5.41675
H 0.23572 -2.18668 1.14021
H -2.53890 -0.19199 -4.44511
H -1.21593 4.91118 6.33802
H -0.28984 -2.77004 -1.67849
H 0.93151 4.94075 8.51407
H -0.81597 4.87389 8.76362
H 5.74379 -8.67912 -1.90295
H -2.02126 2.10530 4.57617
H -0.93691 2.58923 8.06011
H -3.88508 -1.61699 -3.02422
H 0.36389 0.61934 -5.48917
H 4.83601 -6.38894 -1.93358
H -1.13143 -5.33170 -0.14373
H 4.34178 -8.18489 -3.85037
H 3.74529 8.86112 -0.52820
H 1.32579 -4.81988 -0.50179
H 3.88066 -9.81283 -3.34282
H 0.82559 8.24884 -1.19762
H 4.29120 1.85150 -0.06259
H -0.13265 -1.07020 -6.25409
```

As for the HOMO energy: -8.86 eV. As for the spin multiplicity: 1. The structure (SMILES) is CCCCCC1=C(CCC)C(=O)C(I)=C(C)C1=O.O=S1(=O)CCCC1.O=S1(=O)CCCC1.O=S1(=O)CCCC1.O=S1(=O)CCCC1.O=S1(=O)CCCC1.